(1)
19
Properties=species:S:1:pos:R:3:forces:R:3 method="wB97M-V/def2-TZVPD" e_homo_ha=-0.097 lumo_energy_ev=4.12 total_charge=-1
C 0.41078 -1.25227 -1.36519 -1.2906 -0.1385 1.0182
O 1.47849 -0.60787 -1.72905 0.2854 0.0349 0.0134
C -0.62012 -0.30979 -0.35313 1.0942 3.7493 -4.8678
C 0.21088 0.72271 0.40797 0.1636 0.5279 -0.3137
C -0.62387 1.91766 0.87196 -1.1205 -0.6431 -0.2158
C 1.15896 0.16540 1.45650 -0.3794 0.6841 0.5249
N -1.79953 -0.74814 0.38304 2.7689 -2.8961 2.0393
H 0.53896 -2.25789 -0.85286 0.1617 0.0408 0.1660
H -0.34089 -1.45318 -2.17617 0.0541 -0.2565 -0.0424
H -0.84690 -1.32210 0.56614 -2.4117 -0.6957 2.5554
H 0.80242 1.13334 -0.40222 0.5674 -0.2784 -0.1079
H -1.10366 2.33751 -0.02507 0.2192 0.1848 0.1729
H -0.08923 2.70174 1.40505 0.2494 -0.0270 0.0046
H -1.47565 1.57421 1.47469 0.2325 0.1027 0.2353
H 1.57951 -0.76951 1.12261 0.1157 -0.4245 0.0287
H 1.98465 0.85713 1.63848 0.0953 0.0461 -0.1637
H 0.65474 0.09310 2.42836 -0.0103 -0.4679 -0.0482
H -0.97130 0.26776 -1.22488 -0.1035 0.4289 0.0489
H -2.18734 -1.59518 -0.00967 -0.6912 0.0282 -1.0481


(2)
17
Properties=species:S:1:pos:R:3:forces:R:3 method="wB97M-V/def2-TZVPD" e_homo_ha=-0.318 lumo_energy_ev=0.58 smiles="C=C=C[P@@H](=S)CCS"
C 2.71324 0.42466 -2.56301 3.8647 0.2588 -1.4538
C 1.46656 0.37163 -2.27768 -0.1064 0.2100 -0.1121
C 0.28452 0.26404 -1.74525 -0.7371 0.6581 -0.3131
P 0.28009 -0.50739 -0.13650 -0.7435 -1.9881 0.2256
S 2.06667 -0.46985 0.62583 -0.2927 0.1122 0.6018
C -1.36240 0.14195 0.62376 2.8954 -0.6547 -2.2029
C -1.56637 -0.47553 1.91702 -2.4828 1.5917 3.0074
S -0.48416 0.35675 3.21376 -3.3997 -0.8689 1.5310
H 3.48931 1.21495 -2.33208 -1.7754 -0.2831 0.5083
H 3.38357 -0.25278 -3.17885 -1.8431 0.0353 0.5109
H -0.60665 0.79901 -2.11196 0.4470 -0.5565 -0.0609
H -0.09946 -1.95851 -0.31520 0.1281 1.6767 0.0124
H -1.19831 1.18258 0.57685 -0.3694 1.4338 0.3025
H -2.01834 -0.17861 -0.16030 -0.8032 -0.1432 -0.3636
H -2.69066 -0.26053 2.29026 2.5460 -0.9057 -0.7411
H -1.33973 -1.51335 1.82682 -0.1861 -0.9198 0.4967
H 0.46057 0.47269 2.41922 2.8583 0.3435 -1.9492


(3)
15
Properties=species:S:1:pos:R:3:forces:R:3 method="wB97M-V/def2-TZVPD" e_homo_ha=-0.398 lumo_energy_ev=-0.36 smiles="O=[N+]([O-])[C@H](O)[C@@H](Br)CO"
O 1.79047 -1.54642 -0.86383 -0.7479 -1.1002 -0.7843
N 1.48574 -0.82486 0.05214 1.1845 1.1076 1.0913
O 2.27466 -0.07823 0.58309 -0.4328 0.1572 0.3503
C 0.04062 -0.81402 0.51314 -1.8646 0.7161 2.3392
O -0.42425 -2.11188 0.67478 1.8346 -0.0951 -2.2118
C -0.72641 0.01168 -0.52914 1.1085 0.4688 1.3058
Br -2.61524 -0.12703 -0.09597 0.3576 0.2941 -0.1851
C -0.15361 1.46192 -0.47864 -3.3549 -0.1166 0.2806
O -0.07752 1.91104 0.84969 -0.0590 -0.0484 0.7165
H -0.09649 -0.36972 1.52328 0.9986 0.1631 -0.8807
H 0.08472 -2.43837 -0.11296 -1.0527 -1.4185 0.5716
H -0.50469 -0.48155 -1.43664 -0.3741 -0.2341 -1.4447
H -0.89420 2.13325 -0.95868 0.6511 -0.4303 -0.5509
H 0.78254 1.47190 -0.97306 1.0524 0.2966 -0.1944
H -0.96635 1.80230 1.25281 0.6986 0.2397 -0.4034


(4)
106
Properties=species:S:1:pos:R:3:forces:R:3 method="wB97M-V/def2-TZVPD" e_homo_ha=-0.308 lumo_energy_ev=-0.57 smiles="O=S1(=O)OCCO1.O=S1(=O)OCCO1.O=S1(=O)OCCO1.O=S1(=O)OCCO1.O=S1(=O)OCCO1.O=S1(=O)OCCO1.NC(N)=O.NC(N)=O.NC(N)=O.NC(N)=O.NC(N)=O"
O -0.38217 40.91949 -4.90950 -0.8018 -0.1541 1.1980
S -1.06692 40.82607 -3.64491 -1.3831 -0.9096 -0.8681
O -0.58456 41.61777 -2.54541 -1.0325 -1.2611 -0.7974
O -2.72389 41.02323 -3.94716 4.0615 2.7348 1.0612
C -3.33499 39.83400 -4.13788 -1.4261 -2.5005 -0.6222
C -2.28199 38.68221 -4.09189 -0.0327 1.0556 -0.6935
O -1.27580 39.22354 -3.24127 1.0003 1.7750 0.9736
H -4.07476 39.75975 -3.34080 -0.1430 -0.5364 -0.0553
H -3.82239 39.87592 -5.11193 -0.1613 -0.3108 0.0053
H -1.74898 38.54306 -5.03244 -0.6805 -0.2411 -0.4130
H -2.66948 37.72686 -3.73797 0.2019 0.2575 0.3274
O -3.23257 33.75237 -2.81201 2.5491 -0.9519 -2.5636
S -2.21327 33.52478 -3.85621 -0.1896 1.5121 -0.0037
O -2.52967 32.71838 -5.05525 0.7334 2.2784 2.6947
O -1.54792 35.08620 -4.20866 -4.8719 -1.8086 -0.7361
C -0.24406 35.24810 -3.91589 2.3120 0.9942 0.4862
C 0.30120 33.86055 -3.74358 1.1678 0.5920 -0.5138
O -0.79453 33.06855 -3.25444 -0.3124 -0.6899 -0.1162
H 0.21093 35.74927 -4.77025 0.2684 -0.1275 -0.0606
H -0.04668 35.89724 -3.06279 -0.4698 -0.0063 0.4141
H 1.17359 33.79914 -3.09300 -0.5145 -0.1673 0.4637
H 0.70556 33.67445 -4.73854 -0.6021 -1.4463 -0.1706
O 3.49203 42.01254 -7.64311 2.2821 -4.2046 -2.2734
S 4.19976 40.82060 -8.26054 -0.9057 1.7789 2.9791
O 4.04514 40.53358 -9.67474 0.4582 0.2238 2.2036
O 5.77730 40.83215 -7.79214 -1.0550 0.5855 -3.1808
C 5.97248 40.11226 -6.59965 1.0892 -0.2753 -0.1561
C 5.03296 38.91356 -6.71057 0.4194 0.4761 1.8647
O 3.89990 39.47454 -7.28391 -1.9297 1.3391 -1.8574
H 7.00335 39.76027 -6.56111 0.0984 0.2341 -0.1691
H 5.85496 40.94792 -5.90976 -0.5914 -1.0904 1.3465
H 4.85152 38.50918 -5.71475 -0.6317 0.4882 0.1362
H 5.33318 37.98791 -7.20161 0.6601 0.4775 -0.8463
O 3.14129 36.61451 -1.96088 2.3936 -3.2612 1.1579
S 4.02475 35.48344 -1.60905 -1.2160 2.6708 -1.8728
O 3.88315 34.25672 -2.38316 0.5121 1.1556 1.0304
O 5.62436 36.01770 -1.59345 -4.3548 -0.0432 -3.1066
C 6.27564 35.46423 -0.56785 2.3123 -0.0008 2.8174
C 5.23478 34.93457 0.45861 2.1110 -0.4460 1.4485
O 3.97160 35.15810 -0.05410 -1.3385 0.4344 -1.3493
H 7.05984 34.76001 -0.84570 -0.4485 -0.6110 -0.2930
H 6.84259 36.31406 -0.18777 0.0599 -0.1200 0.7809
H 5.31956 35.45393 1.41316 -0.1266 0.2726 -0.1698
H 5.38685 33.88465 0.70889 -0.1233 -0.1667 -0.4245
O 2.56340 34.58387 -6.75668 -0.0733 -4.2923 -1.6378
S 2.58077 33.17615 -7.27784 -0.2097 2.2792 1.1260
O 1.37559 32.58913 -7.86798 2.8584 1.0710 1.3870
O 3.85713 32.99860 -8.28235 -1.7812 -0.0051 0.1083
C 5.00496 32.45012 -7.63689 0.4095 1.0055 -0.4710
C 4.45571 31.64177 -6.47562 -0.0134 -0.9986 -0.3831
O 3.24726 32.26351 -6.04079 -0.7228 1.2249 -1.1884
H 5.59176 31.96124 -8.41455 -0.4370 -0.8065 0.1958
H 5.64507 33.30268 -7.40995 -0.1503 0.0763 0.8610
H 5.16851 31.52806 -5.65887 -0.2767 0.2920 0.1351
H 4.15011 30.64311 -6.78769 0.3480 -0.1281 -0.2191
O -1.23200 36.42234 -7.15838 -2.6653 0.1009 -1.4113
S -2.27432 36.65580 -8.16352 0.7716 0.4641 -1.7344
O -2.55770 38.05383 -8.57182 -0.1217 -3.7256 1.5989
O -1.87578 35.89181 -9.56259 -0.8237 -0.3611 1.2782
C -2.33852 34.51894 -9.50896 0.2595 -1.2778 0.0805
C -3.36278 34.32680 -8.36600 1.8720 0.0463 0.6750
O -3.65044 35.61393 -7.98340 0.0416 4.8854 1.0321
H -2.77114 34.19784 -10.45651 0.3521 0.5337 -0.1611
H -1.52018 33.86725 -9.20283 0.3540 0.1569 -0.6588
H -2.83491 33.94815 -7.49074 -0.1195 -1.0624 -0.1809
H -4.28117 33.77130 -8.55593 0.1474 0.2297 -0.3027
N 7.06970 35.18763 -6.11862 3.4554 -1.1510 -4.1423
C 6.20122 35.37805 -5.19426 -1.0076 0.9228 2.2312
N 5.84619 34.21992 -4.60572 -1.1476 -1.0053 1.1690
O 5.89250 36.51663 -4.89817 -1.4992 0.4850 0.7358
H 7.34675 35.95587 -6.71289 0.1484 -0.2828 0.2901
H 7.42622 34.25337 -6.26049 0.2161 0.5277 -0.4373
H 6.25504 33.33725 -4.87742 -0.1697 0.4244 0.0636
H 5.09184 34.18759 -3.93490 0.0914 0.0934 0.0693
N 1.37752 37.14457 -10.60617 -3.4514 3.4622 -6.7684
C 1.92682 36.67875 -9.58495 1.3224 -0.6737 1.6811
N 3.09485 36.12839 -9.84682 2.2124 -1.5403 1.5176
O 1.36200 36.79742 -8.54479 -0.6803 -0.6350 4.4745
H 1.99147 37.45317 -11.34640 -0.5384 0.1039 -0.2172
H 0.59557 37.74203 -10.37877 0.0002 0.0176 -0.4558
H 3.49374 36.12744 -10.77471 0.1827 -0.2643 0.6840
H 3.49759 35.81114 -8.97662 0.9281 -0.3149 -0.6832
N 2.23464 42.03670 -3.69621 -2.2243 -4.4188 -4.7166
C 2.94719 42.95130 -3.19622 3.9318 2.0633 -0.7370
N 2.54659 43.20905 -2.01290 -0.6801 2.7568 5.4948
O 3.95048 43.46848 -3.70697 -0.1888 -0.0663 -0.2212
H 2.71899 41.63212 -4.48477 -0.8423 -0.4888 -0.2593
H 1.59329 41.48857 -3.14095 0.5028 0.1898 -0.4727
H 3.20571 43.76213 -1.48397 -0.6444 -0.0475 0.4025
H 1.74238 42.74566 -1.61464 0.5164 0.3304 0.2332
N 0.90034 38.40287 -5.71614 -4.8890 1.2216 -1.9210
C 1.85421 38.12018 -4.89983 1.7333 -0.2997 -2.7390
N 2.59935 37.11733 -5.38491 1.3378 -0.8283 1.8274
O 2.21179 38.87523 -4.02826 0.1527 0.9229 2.6096
H 0.22490 39.11071 -5.46548 0.5188 0.1830 -0.1060
H 0.63917 37.86093 -6.52745 0.3543 -0.2763 0.0827
H 2.38505 36.59700 -6.22362 0.1383 0.0078 0.2880
H 3.35946 36.97342 -4.73560 0.4638 -0.9212 -0.7243
N 2.09481 40.02908 -1.33137 -5.3707 1.5353 1.3554
C 3.30015 39.78101 -0.92414 3.4398 0.4237 1.6347
N 3.93333 39.38956 -1.99952 3.6894 -1.1841 -1.8780
O 3.85620 39.96199 0.17930 -1.3552 -0.2523 -0.6235
H 1.43001 40.39234 -0.66340 -0.0725 -0.2735 -0.2210
H 1.78643 39.71204 -2.23937 -0.1148 -0.1655 0.2901
H 4.91952 39.17834 -1.94536 -0.3246 0.0536 -0.0234
H 3.44638 39.34257 -2.88313 0.4969 -0.3496 0.0075